1.
7
Properties=species:S:1:pos:R:3:forces:R:3 method="wB97M-V/def2-TZVPD" relative_energy_ev=0.422 homo_lumo_gap_ev=10.3 smiles=N#CPN energy_ha=-490.72706
N -3.200 -0.509 0.257 1.3 0.4 -0.7
C -2.180 -0.036 -0.048 -1.6 -0.4 0.6
P -0.699 1.004 0.039 -2.0 2.0 -3.4
N 0.481 0.001 0.414 3.5 -3.6 -0.7
H -0.615 1.228 -1.570 0.0 -0.6 2.7
H 0.976 -0.824 -0.132 -1.7 2.5 1.7
H 0.765 0.118 1.378 0.4 -0.3 -0.3

***

2.
8
Properties=species:S:1:pos:R:3:forces:R:3 method="wB97M-V/def2-TZVPD" relative_energy_ev=3.500 homo_lumo_gap_ev="7.6 / 8.5" energy_ha=-888.83885
C -0.357 -0.175 1.456 -0.5 0.1 -0.2
N -0.323 0.468 2.395 0.2 1.1 1.9
N 1.714 0.366 -0.716 0.8 -1.4 1.3
P -0.410 -1.140 0.068 0.1 -0.3 -2.8
S -2.202 -0.200 -0.743 0.6 0.5 1.7
H 1.492 1.375 -0.565 0.3 -1.0 0.6
H 2.395 -0.039 0.071 -1.9 1.6 -1.8
H -2.310 -0.656 -1.965 0.4 -0.8 -0.8

***

3.
7
Properties=species:S:1:pos:R:3:forces:R:3 method="wB97M-V/def2-TZVPD" relative_energy_ev=0.891 total_charge=+1 homo_lumo_gap_ev=8.8 smiles="[NH2+]=C=NS" energy_ha=-547.22841
N -0.206 0.593 1.715 1.0 -0.6 -3.7
C 0.158 0.282 0.402 0.2 0.1 -1.4
N 0.509 -0.166 -0.646 -1.3 1.3 1.3
S 0.446 -0.279 -2.614 0.1 1.4 2.5
H -0.560 -0.324 1.935 -0.8 0.0 1.6
H -0.705 1.483 2.002 0.8 -1.5 -0.9
H 0.358 -1.588 -2.793 0.0 -0.8 0.6

***

4.
8
Properties=species:S:1:pos:R:3:forces:R:3 method="wB97M-V/def2-TZVPD" relative_energy_ev=1.529 total_charge=+1 homo_lumo_gap_ev=7.8 energy_ha=-945.41712
C -0.212 0.180 -0.063 1.5 -2.6 1.5
N -0.841 -0.832 0.035 -1.7 0.1 0.2
N 1.500 0.073 0.450 -1.7 2.1 -1.6
S 0.819 -2.238 1.727 0.2 -0.5 0.2
S 1.976 -1.394 0.549 1.0 -1.9 0.4
H -0.201 1.186 -0.180 -0.6 2.9 -0.8
H -1.887 -0.968 0.029 1.6 0.3 -0.4
H 2.049 0.639 -0.227 -0.1 -0.4 0.6

***

5.
8
Properties=species:S:1:pos:R:3:forces:R:3 method="wB97M-V/def2-TZVPD" relative_energy_ev=7.269 homo_lumo_gap_ev="8.1 / 9.0" energy_ha=-279.16011
C 1.397 0.573 0.058 -1.4 1.1 -1.0
N 0.927 -0.598 0.094 0.2 0.2 1.1
N -0.015 -1.329 -0.376 1.6 -2.6 -1.5
N -1.583 0.145 0.149 -3.0 0.1 0.4
O -1.288 -1.091 -0.282 -0.6 2.1 0.6
H 2.277 0.805 0.614 0.6 -0.2 0.4
H 0.966 1.415 -0.518 0.0 -0.6 0.2
H -2.681 0.079 0.261 2.6 0.0 -0.2

***

6.
9
Properties=species:S:1:pos:R:3:forces:R:3 method="wB97M-V/def2-TZVPD" relative_energy_ev=4.328 homo_lumo_gap_ev=9.7 energy_ha=-354.52451
N -0.831 -0.801 -0.368 0.7 0.8 0.3
C 0.456 0.118 0.543 -0.6 -0.9 0.4
O -0.199 1.074 1.244 0.0 -0.1 -0.1
N -0.684 -0.402 -1.590 -0.2 -0.2 -0.2
N -0.008 0.511 -1.924 0.3 0.0 1.1
O 1.368 -0.539 0.968 -0.3 0.4 -0.4
H 0.218 1.137 2.118 0.0 0.0 -0.1
H -0.877 -1.813 -0.260 0.1 0.1 0.0
H 0.556 0.714 -0.732 -0.1 0.0 -1.0

***

7.
9
Properties=species:S:1:pos:R:3:forces:R:3 method="wB97M-V/def2-TZVPD" relative_energy_ev=2.626 homo_lumo_gap_ev=11.0 smiles="N#[N+][O-].NC=O" energy_ha=-354.58707
N -2.088 -0.617 -0.640 0.1 0.0 0.5
N -2.305 -0.826 0.442 0.8 0.8 -4.8
O -2.577 -1.066 1.513 -0.9 -0.9 4.4
N 1.563 0.015 -0.649 1.0 -1.8 2.7
C 0.854 0.777 0.126 -1.7 3.3 -1.3
O 0.719 0.784 1.304 0.2 -1.2 2.7
H 1.591 0.110 -1.598 0.1 -0.1 -2.5
H 1.886 -0.731 -0.076 1.0 -1.2 -0.7
H 0.358 1.553 -0.420 -0.7 1.0 -0.9

***

8.
10
Properties=species:S:1:pos:R:3:forces:R:3 method="wB97M-V/def2-TZVPD" relative_energy_ev=6.881 homo_lumo_gap_ev=8.8 smiles="O=NN[N@+]1([O-])CS1" energy_ha=-752.57830
O -2.742 0.518 -0.001 -0.3 -0.4 0.2
N -1.640 0.321 0.426 0.8 0.6 -0.3
N -0.820 -0.213 -0.502 -1.1 -0.5 -0.6
N 0.581 -0.101 -0.514 1.4 -0.5 2.2
O 1.170 -0.696 -1.463 -0.5 -0.6 -0.5
C 1.108 -0.118 0.904 -2.8 2.8 -2.6
S 1.233 1.483 0.021 0.0 0.9 0.6
H -1.169 -0.518 -1.392 -0.3 0.2 -0.7
H 0.272 -0.125 1.553 -0.1 -0.4 1.1
H 2.008 -0.550 0.969 2.8 -2.1 0.6

***

9.
10
Properties=species:S:1:pos:R:3:forces:R:3 method="wB97M-V/def2-TZVPD" relative_energy_ev=0.822 homo_lumo_gap_ev=9.4 smiles="N#C[Si@H](N)[N+](=O)[O-]" energy_ha=-644.06120
N 2.270 3.003 -0.588 -0.8 -1.9 0.3
C 1.742 1.973 -0.434 0.1 1.6 -0.5
Si 0.719 0.412 -0.315 2.6 -1.6 0.6
N -0.014 0.041 1.148 -3.3 -1.1 -4.3
N 2.416 -0.869 0.112 -2.2 1.5 -0.8
O 3.183 -0.605 1.011 0.0 0.1 -0.1
O 2.342 -1.927 -0.471 0.4 -0.6 -0.2
H -0.144 0.026 -1.457 0.5 0.2 0.2
H -1.048 -0.039 1.143 1.2 0.2 0.5
H 0.417 0.404 1.888 1.6 1.5 4.2

***

10.
10
Properties=species:S:1:pos:R:3:forces:R:3 method="wB97M-V/def2-TZVPD" relative_energy_ev=0.523 homo_lumo_gap_ev=10.7 energy_ha=-429.79655
H 0.792 1.095 -0.472 0.5 -0.5 -1.4
N 0.013 1.370 0.074 -1.3 1.6 -1.3
N -0.035 0.601 1.009 2.0 -2.2 1.7
N 0.754 -0.624 0.987 1.5 0.3 -1.3
O -0.574 0.777 2.079 -1.5 0.1 0.8
H 1.741 -0.430 0.670 -1.5 0.2 -0.3
H 0.953 -0.857 1.934 -0.7 -0.2 1.2
O 1.108 2.919 3.156 -0.2 0.9 1.1
C 1.611 2.472 2.233 0.1 -0.7 -0.8
O 2.071 1.959 1.296 1.1 0.5 0.4

***

11.
15
Properties=species:S:1:pos:R:3:forces:R:3 method="wB97M-V/def2-TZVPD" relative_energy_ev=0.833 total_charge=-2 homo_lumo_gap_ev=7.6 energy_ha=-1338.54378
C -0.096 -0.242 0.184 -1.5 -2.5 0.3
N -0.637 -1.423 0.342 -1.4 1.0 -0.2
N -0.934 0.906 0.107 -2.0 -0.7 -1.6
N 1.205 -0.078 0.132 2.2 2.2 0.0
O 2.385 2.005 1.453 -0.6 -0.2 -1.1
O 3.346 0.475 -0.378 -0.6 -0.5 0.0
O 3.145 -1.630 1.154 -0.3 -0.3 0.0
O 0.158 -2.591 0.427 1.0 0.6 0.3
O 1.594 2.444 -1.034 0.7 -2.6 2.4
O 2.542 -1.843 -1.356 0.2 -0.2 -0.2
P 2.091 1.454 0.083 0.3 1.5 -1.0
P 2.627 -1.052 -0.112 0.8 2.0 -0.5
H -1.931 0.600 -0.337 3.5 1.1 1.3
H -0.434 1.684 -0.409 -0.9 -1.2 0.4
H 1.129 -2.405 0.585 -1.4 -0.2 0.1

***

12.
9
Properties=species:S:1:pos:R:3:forces:R:3 method="wB97M-V/def2-TZVPD" relative_energy_ev=3.739 homo_lumo_gap_ev=9.8 energy_ha=-677.48330
C 0.488 -0.316 0.240 0.5 0.7 0.2
N 1.207 1.863 -0.251 4.1 -2.1 1.3
N 2.424 1.369 0.185 -4.7 1.3 -1.5
N 0.214 0.998 -0.334 1.2 0.3 -0.1
O 2.781 -1.082 -0.757 0.4 -0.3 -0.7
S 2.366 -0.368 0.438 -1.3 1.3 0.8
H -0.145 -0.447 1.093 0.0 -0.1 0.9
H 0.457 -1.206 -0.348 -0.7 -0.3 -1.2
H -0.663 1.448 -0.620 0.5 -0.8 0.3